Density functional theory data (ωB97M-V/def2-TZVPD) for C3H6ClN3 in the gas phase at a distorted geometry.

Last column: Löwdin charge in e.
Positions of all 13 atoms, in Å:
1 Cl 2.73514 0.95865 -0.21683  0.550
2 N -0.34695 -1.38153 -0.69859  -0.028
3 N 0.44100 -1.85580 0.10445  -0.003
4 N 1.23289 -0.99952 0.80720  -0.109
5 C 1.25467 0.35019 0.49478  -0.640
6 C -1.60699 0.65814 -0.12506  -0.097
7 C -0.53839 -0.05657 -0.89206  -0.193
8 H -1.50508 1.73258 -0.26154  0.079
9 H -2.58201 0.35186 -0.50914  0.078
10 H -0.41742 0.25675 -1.92436  0.112
11 H 0.81710 1.03965 1.19992  0.053
12 H 2.08280 -1.47768 1.08506  0.121
13 H -1.56676 0.42329 0.93617  0.075

## Properties
**2S+1**: 1
**Frontier orbital gap (spin up / spin down)**: 9.26 / 9.26 eV
**Charge**: 0
**Calculated total energy**: -742.24282 Ha
**Energy above the lowest of the compared OMol25 structures with the same formula, charge and spin**: 75.54 kcal/mol

Density functional theory data (ωB97M-V/def2-TZVPD) for a gas-phase ion, C2H6ClNO2P (charge -1) at a distorted geometry.

Last column: Löwdin charge in e.
Positions of all 13 atoms, in Å:
1 Cl -0.43771 2.99387 1.32361  0.034
2 P -1.92324 1.61292 0.84518  0.240
3 O 0.47923 -1.66346 0.87164  -0.107
4 O -2.65665 2.12618 -0.34472  -0.612
5 N -0.79733 0.27885 0.21336  -0.367
6 C 0.14861 -0.33458 1.09801  -0.492
7 C -0.07166 0.64257 -1.02806  -0.186
8 H 1.11420 0.28305 1.21012  0.119
9 H -0.19910 -0.27904 2.12713  0.083
10 H -0.63274 1.38222 -1.67347  0.074
11 H 0.70777 1.31693 -0.73875  0.031
12 H 0.18446 -0.15168 -1.64446  0.039
13 H -0.42258 -2.15868 1.07477  0.144

## Properties
**2S+1**: 1
**Frontier orbital gap**: 7.24 eV
**Charge**: -1
**Calculated total energy**: -1086.67620 Ha
**Energy above the lowest of the compared OMol25 structures with the same formula, charge and spin**: 38.64 kcal/mol